1.
C7H7N5 | wB97M-V/def2-TZVPD

CARTESIAN COORDINATES (ANGSTROEM)
C1 -1.6349 0.6205 -0.3304
C2 -1.2994 -0.6807 0.1709
C3 0.1293 2.2253 -0.9440
C4 0.8664 0.9680 0.6651
C5 0.8944 -0.2351 -0.0161
C6 0.4235 0.9256 1.9927
C7 0.1256 -2.4690 0.7314
N1 1.1163 2.1450 -0.1036
N2 0.0978 0.7832 3.0851
N3 -1.0721 1.6743 -0.8633
N4 -0.0267 -1.2044 0.4182
N5 1.4441 -0.6567 -1.2537
H1 -2.7858 0.7182 -0.3136
H2 -2.1946 -1.3234 0.2509
H3 0.4070 3.0159 -1.7520
H4 1.1034 -2.7360 0.7527
H5 -0.6731 -3.0036 0.9410
H6 2.2628 -0.0724 -1.3936
H7 0.8160 -0.6948 -2.0379

Its energy above the lowest of the compared OMol25 structures with the same formula, charge and spin is 104.6 kcal per mole. Its HOMO energy (alpha / beta) is -7.970 / -7.970 eV. Its total charge is 0. Its LUMO energy (alpha / beta) is -0.0320 / -0.0320 Eh.

2.
C7H7N6 | wB97M-V/def2-TZVPD

CARTESIAN COORDINATES (ANGSTROEM)
C1 -2.1470 0.6877 -1.1178
N1 -0.8069 0.2421 -0.6693
C2 -0.1281 0.7558 0.3566
N2 -0.3662 1.7933 1.0781
C3 0.4776 1.9981 2.0467
C4 1.5707 1.2470 2.3809
N3 1.7917 0.1667 1.6469
C5 1.0114 -0.0741 0.6679
N4 1.0398 -1.0889 -0.1937
C6 1.3739 -2.3405 -0.6769
N5 0.6390 -2.7399 -1.7284
C7 -0.3535 -1.8460 -1.9680
N6 -0.2653 -0.8720 -1.0928
H1 -1.9419 1.6334 -1.6543
H2 -2.6519 -0.0440 -1.8197
H3 -2.7334 0.9315 -0.1095
H4 0.2849 2.9878 2.5105
H5 2.1584 1.2844 3.2794
H6 2.2718 -2.7112 -0.3565
H7 -1.2252 -2.0113 -2.5800

Its energy above the lowest of the compared OMol25 structures with the same formula, charge and spin is 0.0 kcal per mole. Its HOMO energy is -12.985 eV. Its total charge is +1. Its LUMO energy is -0.1746 Eh. The SMILES is Cn1c2nccnc2n2cnc[n+]12.

3.
C7H7NO2 | wB97M-V/def2-TZVPD

CARTESIAN COORDINATES (ANGSTROEM)
N1 2.6794 -0.7912 -0.0312
C1 1.7985 0.1300 -0.0522
C2 0.3445 -0.0108 0.1479
C3 -0.5088 -0.8960 0.9962
O1 -1.3081 0.1421 1.4878
C4 -0.7415 1.0502 0.4624
C5 -1.7117 0.9980 -0.6893
C6 -1.6419 -0.2353 -1.2176
C7 -0.5658 -1.0082 -0.5429
H1 -0.2772 -1.7401 1.6447
H2 -0.4688 2.0146 0.8983
H3 -2.4464 1.7698 -0.9139
H4 -2.3025 -0.6572 -1.9741
H5 -0.1299 -1.9107 -0.9724
O2 2.1943 1.4061 0.0152
H6 2.2599 -1.7186 -0.0338
H7 2.8260 1.4574 0.7748

Its energy above the lowest of the compared OMol25 structures with the same formula, charge and spin is 77.4 kcal per mole. Its HOMO energy is -9.411 eV. Its total charge is 0. Its LUMO energy is 0.0257 Eh.

4.
C7H7NO2S | wB97M-V/def2-TZVPD

CARTESIAN COORDINATES (ANGSTROEM)
O1 -1.9201 -0.1082 -2.1830
S1 -0.7426 -0.8902 -1.7813
O2 -0.6747 -2.3385 -1.9336
N1 0.6540 -0.2735 -2.3416
C1 1.5175 0.0562 -1.2318
C2 0.7683 0.0476 0.0813
C3 1.1002 0.3760 1.4162
C4 0.0965 0.5369 2.3662
C5 -1.2533 0.4339 1.9923
C6 -1.5486 0.0555 0.7264
C7 -0.5779 -0.2560 -0.1024
H1 0.3800 0.4691 -2.8845
H2 2.2563 -0.7057 -1.0924
H3 1.9380 1.0889 -1.2980
H4 2.1756 0.4309 1.7824
H5 0.4292 0.8645 3.3826
H6 -2.0896 0.5023 2.6303
H7 -2.5086 -0.2898 0.4707

Its energy above the lowest of the compared OMol25 structures with the same formula, charge and spin is 4.8 kcal per mole. Its HOMO energy is -9.682 eV. Its total charge is 0. Its LUMO energy is 0.0220 Eh. The SMILES is O=S1(=O)NCc2ccccc21.

5.
C7H7NO2S | wB97M-V/def2-TZVPD

CARTESIAN COORDINATES (ANGSTROEM)
C1 0.8317 1.2329 2.0683
C2 0.4260 0.1342 2.1083
C3 0.1312 -1.2308 2.0025
C4 -0.6393 -1.8071 1.0571
N1 -0.9497 -3.1179 1.2360
C5 -0.3336 -3.6691 2.2068
S1 0.5680 -2.5280 3.1708
H1 1.2507 2.1782 1.8687
H2 -0.9579 -1.3302 0.2103
H3 -0.5027 -4.5809 2.5109
C6 -0.6823 2.3088 -2.9023
O1 0.2994 1.2702 -2.8559
C7 0.8656 1.1602 -1.6679
O2 0.6667 1.8316 -0.7122
H4 -1.4570 2.2016 -2.1996
H5 -0.9319 2.4248 -3.9439
H6 -0.3185 3.2296 -2.5348
H7 1.7337 0.2919 -1.6230

Its energy above the lowest of the compared OMol25 structures with the same formula, charge and spin is 43.6 kcal per mole. Its HOMO energy is -8.979 eV. Its total charge is 0. Its LUMO energy is 0.0202 Eh. The SMILES is C#Cc1cncs1.COC=O.

6.
C7H7NO2S | wB97M-V/def2-TZVPD

CARTESIAN COORDINATES (ANGSTROEM)
C1 -0.4639 1.5481 -2.1201
C2 -1.3948 2.1118 -1.2980
C3 0.2308 0.2682 -1.8062
C4 -1.9478 1.5133 -0.1720
C5 -0.2733 -0.2179 -0.6782
C6 -1.2176 0.4257 0.0170
C7 1.8934 -2.0281 1.5216
N1 -0.3896 -1.3235 0.1846
O1 -0.4693 -1.7150 2.6106
O2 0.7573 0.2431 1.7604
S1 0.3699 -1.1082 1.6423
H1 -0.1039 2.2036 -2.8674
H2 -1.8247 3.0861 -1.4708
H3 1.0038 -0.2434 -2.2874
H4 -2.6543 1.9260 0.4297
H5 2.2319 -1.7072 0.6250
H6 2.7047 -1.9338 2.4183
H7 1.5475 -3.0489 1.4905

Its energy above the lowest of the compared OMol25 structures with the same formula, charge and spin is 105.0 kcal per mole. Its HOMO energy (alpha / beta) is -9.607 / -9.607 eV. Its total charge is 0. Its LUMO energy (alpha / beta) is -0.0349 / -0.0349 Eh.

7.
C7H7NO2S | wB97M-V/def2-TZVPD

CARTESIAN COORDINATES (ANGSTROEM)
C1 0.2832 1.4241 -1.3340
C2 -0.7057 1.8032 -0.3759
C3 0.6686 0.1762 -1.4449
C4 -1.1506 0.9266 0.5943
C5 0.4305 -0.7940 -0.3556
C6 -0.5168 -0.3961 0.6754
C7 1.3523 -2.4420 1.8780
N1 -0.5833 -1.0053 1.7881
O1 3.0593 -1.7290 -0.0685
O2 2.4353 0.0539 1.4801
S1 2.0658 -1.1496 0.7965
H1 0.5177 2.0120 -2.1203
H2 -0.9164 2.8583 -0.2357
H3 1.2496 -0.2438 -2.2359
H4 -2.0244 0.9880 1.3318
H5 0.5799 -1.7720 -0.9197
H6 1.2597 -3.2560 1.1495
H7 -0.9972 -0.7712 2.7461

Its energy above the lowest of the compared OMol25 structures with the same formula, charge and spin is 132.1 kcal per mole. Its HOMO energy (alpha / beta) is -8.887 / -8.887 eV. Its total charge is 0. Its LUMO energy (alpha / beta) is -0.0519 / -0.0519 Eh.

8.
C7H7NO3 | wB97M-V/def2-TZVPD

CARTESIAN COORDINATES (ANGSTROEM)
N1 2.2767 -1.3489 0.1714
C1 1.2698 -0.2121 0.0949
C2 1.5477 0.9823 0.0549
C3 0.4569 1.9710 -0.1192
C4 -0.8149 1.6428 -0.1294
C5 -1.1695 0.3054 -0.0631
C6 -2.5484 -0.1703 0.0789
O1 -3.4154 0.5706 0.6575
O2 -2.9110 -1.3070 -0.4237
C7 -0.1432 -0.6249 0.0082
O3 -0.3550 -1.9694 0.1479
H1 2.7986 -1.2221 1.2245
H2 2.8540 -1.2467 -0.7389
H3 2.7850 1.2375 0.0004
H4 0.7844 3.2262 -0.1727
H5 -1.4814 2.3975 -0.3224
H6 -2.3777 -1.9158 -0.6729
H7 0.4434 -2.3164 0.2039

Its energy above the lowest of the compared OMol25 structures with the same formula, charge and spin is 90.6 kcal per mole. Its HOMO energy is -9.043 eV. Its total charge is 0. Its LUMO energy is 0.0133 Eh. The SMILES is Nc1cccc(C(=O)O)c1O.

9.
C7H7NO6S | wB97M-V/def2-TZVPD

CARTESIAN COORDINATES (ANGSTROEM)
N1 -1.7198 0.3748 1.8273
C1 -0.7250 -0.1387 0.9490
C2 0.3412 0.7840 0.4314
C3 0.7212 -0.3729 1.2517
C4 1.1118 -0.0740 2.7917
O1 1.9029 -0.8357 3.4056
O2 0.5524 0.9088 3.3233
C5 0.5000 0.5621 -1.0805
C6 1.4355 1.6986 -1.8713
O3 1.0767 2.8613 -1.6779
O4 2.3679 1.2678 -2.5607
C7 -0.8287 0.1830 -1.7481
S1 -1.3819 -1.0066 -0.4784
O5 -0.7377 -2.2776 -0.6399
O6 -2.8179 -0.9525 -0.3522
H1 -1.7721 -0.2129 2.7028
H2 -1.3172 1.2463 2.3109
H3 0.4110 1.7566 0.8934
H4 1.3400 -1.1850 0.9434
H5 1.2864 -0.3177 -1.1699
H6 -1.5342 1.1539 -1.6356
H7 -0.8319 -0.2547 -2.6774

Its energy above the lowest of the compared OMol25 structures with the same formula, charge and spin is 4.9 kcal per mole. Its HOMO energy is -1.850 eV. Its total charge is -2. Its LUMO energy is 0.1968 Eh. The SMILES is N[C@@]12[C@@H]([C@H]1C(=O)[O-])[C@H](C(=O)[O-])CS2(=O)=O.

10.
C7H7NS | wB97M-V/def2-TZVPD

CARTESIAN COORDINATES (ANGSTROEM)
C1 0.2281 0.9488 -2.1559
C2 1.2574 0.4815 -1.2461
C3 2.2346 0.0037 -0.5656
N1 1.3041 0.6001 0.4162
C4 0.5540 -0.3639 1.0878
C5 -0.4063 -0.1618 2.1178
C6 -0.8576 -1.4084 2.5969
C7 -0.3389 -2.4821 1.9963
S1 0.8514 -2.0490 0.7902
H1 -0.3321 1.7160 -1.7889
H2 -0.3893 0.1788 -2.5203
H3 0.7416 1.3136 -3.0662
H4 3.1713 -0.3088 -0.4451
H5 -0.6751 0.9262 2.1390
H6 -1.7506 -1.5167 3.1946
H7 -0.3975 -3.5122 2.3333

Its energy above the lowest of the compared OMol25 structures with the same formula, charge and spin is 75.9 kcal per mole. Its HOMO energy is -7.806 eV. Its total charge is 0. Its LUMO energy is 0.0297 Eh. The SMILES is CC1=CN1c1cccs1.

11.
C7H7NS | wB97M-V/def2-TZVPD

CARTESIAN COORDINATES (ANGSTROEM)
C1 0.0132 2.2096 0.1904
C2 0.1467 0.6928 0.1443
C3 -1.1496 0.0767 -0.0337
C4 -2.1617 0.9860 -0.3782
N1 -3.0366 1.6099 -0.7582
S1 -1.5044 -1.5894 -0.1571
C5 0.1483 -2.3251 -0.1921
C6 1.2314 -1.4205 0.1929
C7 1.2598 -0.1242 0.2987
H1 0.7396 2.5513 -0.5678
H2 0.4214 2.4496 1.2567
H3 -0.9805 2.5558 0.0520
H4 0.4219 -2.5742 -1.2907
H5 0.1433 -3.3427 0.2783
H6 2.0905 -2.0993 0.4227
H7 2.2166 0.3438 0.5418

Its energy above the lowest of the compared OMol25 structures with the same formula, charge and spin is 26.7 kcal per mole. Its HOMO energy (alpha / beta) is -7.786 / -7.786 eV. Its total charge is 0. Its LUMO energy (alpha / beta) is -0.0124 / -0.0123 Eh. The SMILES is CC1=C(C#N)SCC=C1.

12.
C7H7O6ReS | wB97M-V/def2-TZVPD

CARTESIAN COORDINATES (ANGSTROEM)
O1 0.3913 -4.3435 2.2333
C1 0.2748 -3.3538 1.6275
Re1 0.0970 -1.6724 0.6483
O2 1.7121 -0.0885 2.8131
C2 1.1100 -0.6743 2.0093
C3 -0.9662 -2.0603 -1.0993
O3 -1.3365 -1.7683 -2.1859
C4 -1.6518 -1.0530 1.4151
O4 -2.6556 -0.7079 1.8774
C5 1.6908 -1.7865 -0.5543
O5 2.6107 -1.8269 -1.2624
H1 -1.1278 -3.0354 -0.4104
C6 -0.1041 2.3376 -2.1046
S1 -0.3683 1.2728 -0.6492
C7 0.4553 2.3356 0.5883
O6 -1.8149 1.2962 -0.2883
H2 0.9649 2.5793 -2.1200
H3 -0.7344 3.2251 -2.0397
H4 -0.3662 1.7241 -2.9734
H5 0.3301 3.3818 0.2750
H6 -0.0244 2.1531 1.5632
H7 1.5130 2.0653 0.6369

As for the expectation value of S²: 3.7899. Its HOMO energy (alpha / beta) is -21.419 / -23.559 eV. Its total charge is +3. Its LUMO energy (alpha / beta) is -0.5405 / -0.6130 Eh. The spin multiplicity is 4.